Here is a 11-piece molecular cluster, C15H52N12O11 overall from the Open Molecules 2025 dataset. Energies are from ωB97M-V/def2-TZVPD.

Each line ends with the Mulliken charge.
Geometry (Å):
C -17.524 -16.376 9.404  -0.25
O -17.683 -17.742 9.152  -0.57
H -16.576 -15.992 9.028  -0.29
H -18.301 -15.694 9.059  0.43
H -17.514 -16.125 10.465  0.34
H -18.132 -17.945 8.328  0.37
C -15.526 -11.202 3.633  -0.56
O -16.615 -11.894 3.224  -0.62
H -15.242 -10.457 2.890  0.41
H -15.763 -10.601 4.512  0.04
H -14.645 -11.816 3.821  0.24
H -16.785 -12.406 4.017  0.53
C -11.382 -15.878 4.825  -0.71
O -12.504 -16.631 4.457  -0.47
H -10.499 -16.389 4.441  0.29
H -11.448 -14.945 4.265  0.29
H -11.180 -15.530 5.838  0.29
H -13.276 -16.291 4.915  0.27
C -18.279 -12.236 9.630  0.52
O -19.447 -12.587 9.806  -0.49
N -17.296 -12.936 10.152  -0.18
N -17.812 -11.328 8.783  0.13
H -17.547 -13.706 10.755  0.17
H -16.322 -12.669 10.192  0.22
H -18.461 -10.639 8.430  0.19
H -16.819 -11.209 8.640  0.27
C -14.219 -17.895 7.647  0.60
O -14.918 -17.430 6.805  -0.49
N -14.617 -18.274 8.827  -0.31
N -12.908 -18.026 7.500  -0.42
H -13.932 -18.640 9.473  0.18
H -15.543 -18.024 9.146  0.17
H -12.419 -17.821 6.641  0.20
H -12.354 -18.119 8.339  0.15
C -13.863 -15.157 10.800  0.52
O -14.378 -14.368 10.053  -0.51
N -14.508 -16.125 11.279  -0.35
N -12.655 -15.100 11.127  -0.47
H -15.495 -16.136 11.064  0.11
H -14.131 -16.554 12.112  0.21
H -12.121 -14.375 10.668  0.24
H -12.223 -15.920 11.527  0.18
C -17.982 -18.839 5.353  0.67
O -18.308 -18.979 6.487  -0.71
N -18.841 -18.864 4.357  -0.39
N -16.784 -18.731 4.812  -0.45
H -18.455 -18.927 3.425  0.17
H -19.842 -18.800 4.471  0.21
H -16.091 -18.528 5.518  0.20
H -16.655 -18.329 3.895  0.23
C -19.755 -9.303 6.115  0.74
O -20.462 -10.007 6.798  -0.66
N -19.982 -8.151 5.587  -0.39
N -18.607 -9.734 5.677  -0.23
H -20.879 -7.773 5.856  0.27
H -19.245 -7.776 5.007  0.16
H -18.041 -9.026 5.231  0.12
H -18.389 -10.716 5.765  0.08
C -16.435 -13.953 5.996  1.01
O -16.922 -12.932 5.603  -0.86
N -16.330 -14.282 7.242  0.43
N -16.105 -14.970 5.258  0.42
H -15.605 -14.969 7.392  -0.30
H -16.714 -13.726 7.992  -0.39
H -16.193 -14.739 4.279  -0.45
H -15.749 -15.831 5.650  0.05
C -15.022 -9.730 8.146  -1.41
C -14.583 -11.198 7.843  1.26
C -13.060 -11.234 7.756  -1.64
O -14.900 -11.899 9.078  -0.62
H -16.040 -9.558 7.796  0.35
H -14.393 -8.939 7.739  0.45
H -15.249 -9.561 9.198  0.42
H -15.099 -11.608 6.975  -0.20
H -12.457 -10.599 8.405  0.38
H -12.718 -10.786 6.823  0.48
H -12.554 -12.199 7.791  0.36
H -14.636 -12.821 9.114  0.36
C -17.726 -15.703 2.296  -1.24
C -16.410 -15.447 1.591  0.70
C -16.606 -14.511 0.425  -1.53
O -15.520 -14.785 2.423  -0.50
H -17.604 -16.145 3.285  0.19
H -18.452 -16.428 1.928  0.43
H -18.330 -14.812 2.472  0.29
H -15.924 -16.388 1.334  0.31
H -15.676 -14.213 -0.059  0.35
H -17.228 -13.668 0.726  0.38
H -17.183 -15.081 -0.304  0.43
H -15.742 -13.858 2.301  0.21

As for the HOMO-LUMO gap (alpha / beta): 9.48 / 3.25 eV. Its strongest force on any atom is 6.827 eV/A. As for the spin multiplicity: 2. The value obtained for the LUMO energy (alpha / beta) is -2.24 / -8.48 eV. The total charge is +1. As for the expectation value of S²: 0.7651. Its energy is -56795.23553 eV. The HOMO energy (alpha / beta) comes out at -0.431 / -0.431 Ha.

---

Here is a 11-piece molecular cluster, C15H52N4O11 overall from the Open Molecules 2025 dataset. Energies are from ωB97M-V/def2-TZVPD.

Each line ends with the Mulliken charge.
Geometry (Å):
N 0.516 -1.855 -4.047  -0.23
C 0.649 -1.059 -3.024  0.25
N 0.125 0.088 -3.130  -0.44
O 1.441 -1.350 -1.949  -0.78
H 0.010 -1.627 -4.953  0.26
H 1.201 -2.685 -3.999  0.39
H 0.087 0.606 -2.236  0.27
H -0.513 0.282 -3.872  0.19
N 5.239 -0.193 0.147  -0.39
C 4.168 0.295 -0.409  0.24
N 4.089 -0.026 -1.610  0.04
O 3.206 1.006 0.158  -0.66
H 5.197 0.063 1.157  0.33
H 5.808 -1.010 -0.054  0.21
H 3.428 0.436 -2.267  0.11
H 4.867 -0.486 -2.055  0.20
C 2.831 -0.068 -5.424  -0.83
C 3.321 1.074 -4.595  -0.39
O 2.589 1.192 -3.445  -0.69
H 1.773 -0.094 -5.724  0.16
H 3.073 -1.042 -4.912  0.18
H 3.475 0.018 -6.373  0.40
H 3.264 2.064 -5.100  0.29
H 4.425 0.954 -4.309  0.34
H 1.720 0.889 -3.479  0.37
C 1.876 2.532 4.275  -1.74
C 2.073 1.840 2.937  0.25
O 1.093 0.864 2.826  -0.31
H 0.961 3.038 4.419  0.33
H 2.621 3.278 4.235  0.50
H 2.149 1.925 5.067  0.45
H 2.987 1.427 2.586  0.27
H 1.899 2.621 2.170  0.17
H 1.305 0.392 1.964  0.18
C -1.153 0.878 0.245  1.33
C -0.124 2.002 -0.120  -0.72
O 0.859 1.492 -0.939  -0.43
H -1.523 0.523 -0.703  -0.15
H -2.023 1.442 0.659  -0.03
H -0.722 0.103 0.932  -0.73
H 0.293 2.393 0.809  0.04
H -0.751 2.762 -0.616  0.39
H 1.715 1.297 -0.506  0.28
C -3.120 1.260 3.335  -0.79
C -1.857 1.663 3.990  0.16
O -1.477 0.830 5.024  -0.60
H -2.982 0.479 2.610  -0.20
H -3.491 2.104 2.776  0.38
H -3.855 1.024 4.105  0.43
H -1.818 2.581 4.508  0.40
H -1.241 1.717 3.095  -0.10
H -0.562 0.743 4.982  0.33
C -1.205 -2.093 2.438  0.58
O -1.910 -3.147 3.080  -0.61
H -1.923 -1.420 1.847  -0.45
H -0.468 -2.321 1.662  0.11
H -0.620 -1.545 3.278  0.08
H -2.342 -3.724 2.434  0.31
C -1.571 -2.531 -0.736  0.30
O -1.241 -3.855 -1.023  -0.60
H -0.756 -2.063 -0.277  -0.35
H -2.339 -2.539 0.019  0.23
H -1.747 -1.950 -1.625  0.28
H -1.569 -4.375 -0.261  0.31
C -4.296 0.515 -2.295  -0.51
O -4.111 -0.805 -1.817  -0.49
H -3.428 1.181 -1.979  0.13
H -5.298 0.825 -1.866  0.27
H -4.466 0.562 -3.408  0.25
H -4.023 -0.618 -0.869  0.33
C -5.087 0.070 0.939  -0.91
O -4.196 -1.005 0.837  -0.41
H -4.595 1.004 0.898  0.37
H -5.629 -0.102 1.857  0.38
H -5.939 0.050 0.201  0.30
H -4.504 -1.763 1.341  0.23
C 2.567 -1.663 1.294  -0.93
O 1.429 -1.057 0.799  0.03
H 3.112 -0.981 1.880  0.12
H 3.123 -1.956 0.463  0.49
H 2.331 -2.498 1.887  0.27
H 1.584 -0.880 -0.163  -0.01

As for the HOMO-LUMO gap: 9.29 eV. Its strongest force on any atom is 8.314 eV/A. The energy relative to the best compared isomer or geometry (same formula, charge and spin) is 25.98 kcal per mole. The value obtained for the LUMO energy is 0.24 eV. The total charge is 0. Its energy is -44876.13972 eV. The HOMO energy comes out at -0.332 Ha. Its SMILES is NC(N)=O.NC(N)=O.CCO.CCO.CCO.CCO.CO.CO.CO.CO.CO.